{"formula": "C35H60Cl2N2O4PS", "method": "ωB97M-V/def2-TZVPD", "total_charge": 1, "lumo_energy_ha": -0.093, "e_homo_ha": -0.4091, "elements": ["C", "C", "C", "C", "C", "C", "C", "C", "C", "Cl", "C", "P", "S", "C", "C", "C", "C", "C", "C", "C", "N", "C", "C", "C", "C", "Cl", "C", "C", "C", "C", "C", "N", "C", "O", "O", "H", "H", "H", "H", "H", "H", "H", "H", "H", "H", "H", "H", "H", "H", "H", "H", "H", "H", "H", "H", "H", "H", "H", "H", "H", "H", "H", "H", "H", "H", "H", "H", "H", "H", "H", "H", "H", "H", "H", "H", "H", "H", "H", "H", "C", "C", "C", "O", "C", "H", "H", "H", "H", "H", "H", "H", "H", "C", "C", "C", "O", "C", "H", "H", "H", "H", "H", "H", "H", "H"], "positions_angstrom": [[-3.5747, -3.5381, -2.6353], [-4.1906, -2.5515, -2.0098], [-4.6375, -1.1983, -1.2148], [-3.4719, -0.0860, -1.1856], [-3.1588, 0.5492, 0.2725], [-1.9368, -0.1892, 1.0847], [-2.0078, 0.4190, 2.5940], [-2.7855, 1.8183, 2.7636], [-2.5001, 2.5304, 4.2197], [-2.4126, 4.3641, 3.8948], [-2.1294, -1.8185, 1.0685], [-3.4227, -2.6643, 2.1435], [-4.9650, -1.5973, 2.6480], [-0.5945, -2.4409, 1.1620], [-0.9628, -3.9526, 0.6319], [-0.9981, -5.0595, -0.0969], [0.0449, -2.8160, 2.5723], [0.5502, -1.6520, 3.5475], [-0.4521, -1.5110, 4.8461], [-0.0502, -2.5588, 6.0302], [-0.4951, -3.9669, 5.7165], [0.1824, -1.4474, 0.0983], [1.7948, -1.4735, 0.3498], [2.4649, -2.9347, 0.2617], [3.7989, -3.0586, 1.2063], [4.2615, -4.8429, 1.2970], [0.0690, -2.0094, -1.4058], [0.8147, -1.2485, -2.5881], [0.9406, 0.3361, -2.5828], [1.3376, 0.7834, -4.1028], [1.5220, 1.0724, -5.3979], [-0.5530, -0.1372, 0.4168], [0.3103, 1.0842, 0.7069], [-0.4500, 2.3400, 0.5205], [0.2136, 3.2399, 1.2737], [-2.8670, -4.3718, -3.0167], [-5.0872, -1.4768, -0.1964], [-5.5238, -0.7760, -1.8473], [-3.8513, 0.7984, -1.8479], [-2.5396, -0.4903, -1.7247], [-2.8920, 1.6642, 0.0479], [-4.1692, 0.4587, 0.8495], [-2.5162, -0.3043, 3.3567], [-0.9550, 0.6002, 3.0689], [-3.9352, 1.6326, 2.7180], [-2.5591, 2.6219, 1.9800], [-1.5049, 2.1263, 4.6455], [-3.4027, 2.3332, 4.9100], [-2.4059, -2.2552, 0.0165], [-3.9300, -3.8094, 1.3989], [-2.8971, -3.2395, 3.3754], [-0.9955, -6.0066, -0.7371], [0.9261, -3.5700, 2.4372], [-0.7540, -3.4283, 3.1653], [1.5547, -2.0233, 4.0196], [0.8022, -0.6424, 3.0626], [-0.4487, -0.4439, 5.2724], [-1.5053, -1.8409, 4.4899], [1.0909, -2.6001, 6.1774], [-0.5885, -2.2619, 7.0199], [0.1514, -4.6613, 6.1232], [-1.4731, -4.1307, 5.9992], [2.3798, -0.7964, -0.4016], [2.0962, -1.0334, 1.3905], [2.8565, -3.0651, -0.8268], [1.7608, -3.8199, 0.4570], [3.6432, -2.5732, 2.2509], [4.6614, -2.5073, 0.6695], [-1.0728, -2.0370, -1.6636], [0.4025, -3.1230, -1.5238], [0.2989, -1.5600, -3.5890], [1.8929, -1.6908, -2.6758], [1.8746, 0.6272, -1.9553], [0.0010, 0.9464, -2.3312], [1.6342, 1.3858, -6.4969], [-0.8566, 0.1177, -0.5611], [0.7058, 1.1128, 1.7855], [1.2165, 1.1817, 0.0099], [1.1774, 3.2508, 1.0192], [-1.8232, 5.6674, 0.5121], [-2.2639, 7.0770, 0.1931], [-1.5215, 7.3550, -1.0983], [-1.3785, 6.0974, -1.7739], [-1.7325, 5.0457, -0.8669], [-2.5056, 5.1333, 1.1766], [-0.8331, 5.6851, 0.9800], [-3.3444, 7.0963, 0.0145], [-2.0352, 7.7982, 0.9801], [-0.5175, 7.7465, -0.9034], [-2.0513, 8.0603, -1.7431], [-2.7007, 4.6418, -1.1845], [-0.9879, 4.2482, -0.9200], [6.2691, 0.6205, -6.6763], [6.5839, 1.1730, -5.3054], [5.5661, 0.4611, -4.4378], [5.3168, -0.8122, -5.0479], [5.8958, -0.8137, -6.3605], [7.0976, 0.6992, -7.3827], [5.4065, 1.1468, -7.0994], [7.5970, 0.8792, -5.0106], [6.5119, 2.2606, -5.2422], [4.6147, 1.0032, -4.4072], [5.9185, 0.3146, -3.4132], [6.7815, -1.4575, -6.3348], [5.1833, -1.2298, -7.0766]], "atomic_forces_ev_per_a": [[-2.3, 5.0, 3.7], [3.9, -3.9, -2.3], [-0.7, -1.3, -1.8], [-0.3, 0.6, -0.5], [0.3, -0.1, -1.8], [-3.1, -1.5, 2.2], [0.8, 0.7, 1.4], [-1.0, 0.5, 0.5], [-0.4, -1.1, -1.1], [0.1, -1.6, 0.7], [1.7, -0.3, -0.8], [-0.9, -0.5, 0.4], [-0.1, 0.5, 0.0], [-2.0, -2.6, -0.6], [1.4, -4.9, -5.0], [0.4, 5.9, 3.7], [0.3, -0.2, 0.9], [0.4, -0.6, 1.7], [0.4, -0.9, -0.2], [-0.6, 0.0, 0.4], [0.4, 0.7, -0.2], [2.3, -3.9, 1.0], [0.9, 1.1, 1.2], [0.8, -0.3, -0.7], [-0.6, 1.1, -0.9], [-0.4, 1.5, 0.1], [-2.1, 0.2, -0.9], [0.6, -0.7, -0.9], [1.6, 0.5, -2.3], [0.4, 1.4, -6.9], [-1.3, -1.6, 7.7], [0.0, 2.9, -3.5], [1.2, 1.3, 1.2], [-0.1, -3.8, -1.4], [1.9, 2.0, 1.8], [-2.0, 1.9, 0.7], [0.9, 0.4, -1.4], [1.6, -0.8, 1.2], [0.8, -1.6, 1.2], [-1.3, 0.5, 0.8], [-0.4, -2.0, 0.9], [2.3, 0.2, -0.6], [0.8, 1.0, -1.8], [-1.7, -0.5, -1.1], [2.1, 0.3, 0.0], [0.0, -1.5, 1.1], [-1.7, 1.1, -0.5], [1.8, 0.5, -0.9], [0.1, 1.4, 1.6], [1.1, 0.7, 0.3], [0.3, 0.3, -1.3], [-0.2, 1.8, 1.5], [-1.7, 1.4, -0.1], [1.5, 1.1, -1.2], [-1.6, 0.8, -1.0], [-0.6, -1.5, 0.6], [-0.1, -1.6, -0.7], [1.6, 0.9, 0.8], [-1.8, 0.3, -0.1], [1.2, 0.0, -1.7], [-0.9, 0.6, -0.2], [1.0, 0.0, 0.0], [-1.4, -1.2, 1.2], [-0.8, -0.8, -1.7], [-0.8, 0.1, 1.9], [0.9, 1.5, -0.1], [0.2, -1.3, -1.7], [-1.3, -1.0, 1.0], [1.9, 0.0, 0.4], [-0.6, 2.2, 1.0], [0.8, 0.5, 1.9], [-1.8, 1.0, 0.1], [-1.9, -0.2, -0.9], [1.3, -0.9, -0.2], [-0.1, -0.7, 2.5], [0.1, -0.2, 0.7], [-0.9, -0.4, -1.6], [-1.5, -0.8, 0.8], [-1.1, 0.0, -0.3], [0.3, -0.2, 0.3], [-0.5, 0.3, 0.0], [0.3, 0.2, -0.2], [-0.1, -0.1, 0.3], [-0.1, 0.0, -0.4], [0.1, 0.1, -0.1], [-0.1, -0.1, 0.0], [0.1, 0.1, 0.0], [0.0, -0.1, -0.1], [0.0, 0.1, 0.0], [0.1, -0.1, 0.0], [0.0, -0.1, 0.1], [0.0, 0.1, -0.1], [-0.2, 0.2, -0.4], [0.4, 0.2, 0.3], [-0.4, -0.1, 0.1], [0.1, 0.2, -0.1], [0.1, -0.4, 0.0], [-0.1, 0.0, 0.1], [0.1, 0.0, 0.0], [-0.1, 0.1, 0.0], [0.0, -0.1, 0.0], [0.0, 0.1, 0.1], [0.0, -0.1, 0.0], [0.0, 0.0, -0.1], [0.0, 0.0, 0.1]], "lowdin_charge": [0.053, -0.103, -0.187, -0.185, -0.115, -0.258, -0.136, -0.253, -0.494, 0.508, -0.312, 0.411, 0.180, -0.265, -0.090, 0.134, -0.153, -0.173, -0.183, -0.256, -0.038, -0.235, -0.123, -0.246, -0.548, 0.497, -0.128, -0.197, -0.198, -0.094, 0.087, 0.061, -0.082, -0.171, -0.031, 0.058, 0.061, 0.126, 0.133, 0.092, 0.126, 0.105, 0.085, 0.097, 0.117, 0.068, 0.080, 0.091, 0.096, 0.016, -0.009, 0.074, 0.131, 0.092, 0.116, 0.072, 0.107, 0.076, 0.118, 0.120, 0.074, 0.073, 0.120, 0.113, 0.122, 0.088, 0.086, 0.091, 0.107, 0.138, 0.141, 0.132, 0.100, 0.113, 0.059, 0.148, 0.147, 0.141, 0.145, -0.201, -0.170, -0.199, -0.133, -0.212, 0.071, 0.109, 0.120, 0.119, 0.118, 0.120, 0.118, 0.093, -0.178, -0.178, -0.217, -0.151, -0.205, 0.117, 0.114, 0.118, 0.116, 0.098, 0.113, 0.119, 0.117]}


{"formula": "C35H60F15N5O15", "method": "ωB97M-V/def2-TZVPD", "total_charge": 0, "lumo_energy_ha": 0.003, "smiles": "CCOC(=O)C(F)(F)F.CCOC(=O)C(F)(F)F.CCOC(=O)C(F)(F)F.CCOC(=O)C(F)(F)F.CCOC(=O)C(F)(F)F.CNC(C)=O.CNC(C)=O.CNC(C)=O.CNC(C)=O.CNC(C)=O", "e_homo_ha": -0.3281, "de_lowest_kcal_mol": 41.6, "elements": ["C", "C", "O", "C", "O", "C", "F", "F", "F", "H", "H", "H", "H", "H", "C", "C", "O", "C", "O", "C", "F", "F", "F", "H", "H", "H", "H", "H", "C", "C", "O", "C", "O", "C", "F", "F", "F", "H", "H", "H", "H", "H", "C", "C", "O", "C", "O", "C", "F", "F", "F", "H", "H", "H", "H", "H", "C", "C", "O", "C", "O", "C", "F", "F", "F", "H", "H", "H", "H", "H", "C", "N", "C", "C", "O", "H", "H", "H", "H", "H", "H", "H", "C", "N", "C", "C", "O", "H", "H", "H", "H", "H", "H", "H", "C", "N", "C", "C", "O", "H", "H", "H", "H", "H", "H", "H", "C", "N", "C", "C", "O", "H", "H", "H", "H", "H", "H", "H", "C", "N", "C", "C", "O", "H", "H", "H", "H", "H", "H", "H"], "positions_angstrom": [[2.6534, -3.0472, 1.5514], [3.9616, -3.3924, 0.8704], [4.4877, -2.3578, -0.0260], [3.9907, -2.2315, -1.2180], [3.0512, -2.7534, -1.7305], [4.8901, -1.2508, -2.0871], [5.0756, -0.0477, -1.5097], [6.0898, -1.8711, -2.1861], [4.4454, -1.1123, -3.2865], [2.2969, -3.8876, 2.2077], [1.7672, -2.7002, 0.8715], [2.7703, -2.1670, 2.2865], [3.8835, -4.2793, 0.2294], [4.7407, -3.5043, 1.5501], [0.7930, 5.5235, 2.1298], [0.2564, 4.6847, 3.2203], [-0.9052, 3.9034, 2.6626], [-1.3040, 2.9257, 3.4829], [-0.8830, 2.6993, 4.5593], [-2.5382, 2.1557, 2.8101], [-3.5602, 3.0056, 2.5742], [-2.1353, 1.5232, 1.7293], [-2.9280, 1.2295, 3.6621], [1.7100, 6.0683, 2.4166], [0.0476, 6.2249, 1.8225], [1.0428, 4.8829, 1.3213], [-0.2484, 5.2567, 4.0334], [0.9594, 3.8854, 3.6729], [7.4374, 0.4126, 0.9791], [6.9175, -0.4855, 2.0715], [5.7667, 0.0959, 2.7017], [5.0408, -0.6758, 3.5476], [5.3328, -1.8254, 3.7489], [3.9076, 0.0328, 4.1634], [4.3292, 1.0458, 4.9022], [3.0488, 0.5149, 3.2329], [3.2601, -0.7792, 5.0041], [6.5302, 0.8868, 0.6564], [7.8005, -0.1661, 0.1433], [8.1726, 1.1874, 1.2798], [7.7042, -0.6740, 2.7996], [6.6852, -1.5296, 1.5856], [0.3835, 5.3637, -6.3576], [-0.9433, 4.7746, -5.9281], [-1.1629, 5.0028, -4.5171], [-2.2833, 4.5210, -4.0075], [-3.0527, 3.7387, -4.5350], [-2.4418, 4.9586, -2.5261], [-1.9476, 6.1628, -2.2149], [-3.7508, 4.9289, -2.2007], [-1.8156, 4.0080, -1.7564], [0.4182, 5.1401, -7.4527], [1.2228, 4.8107, -5.9019], [0.4558, 6.4119, -6.1952], [-0.9522, 3.7154, -6.2453], [-1.7692, 5.3089, -6.4519], [1.1838, 0.8501, 0.2579], [0.3821, 1.0011, -1.0055], [-0.9110, 0.3090, -0.8742], [-0.8819, -0.9985, -1.2811], [0.0224, -1.6176, -1.7135], [-2.2509, -1.5851, -1.1529], [-2.8065, -1.3558, 0.0665], [-3.0646, -1.1773, -2.1554], [-2.1371, -2.9157, -1.2799], [2.2652, 0.8119, 0.0790], [0.7901, -0.0649, 0.7419], [0.9142, 1.6346, 0.9551], [0.9263, 0.4621, -1.8093], [0.2331, 2.0005, -1.2692], [0.3664, -4.8236, -2.0433], [1.3020, -5.5757, -2.8827], [1.8972, -5.0796, -3.9341], [1.6252, -3.6515, -4.4460], [2.6344, -5.8278, -4.5875], [-0.1430, -5.4667, -1.3258], [-0.3656, -4.3950, -2.7146], [0.8442, -4.0013, -1.5193], [1.4724, -6.5397, -2.7632], [1.8031, -2.9180, -3.6976], [0.6330, -3.5987, -4.8911], [2.3088, -3.4439, -5.3385], [-8.5479, -1.0853, 1.2380], [-7.2343, -0.3503, 1.1176], [-7.1066, 1.0060, 0.8698], [-5.7279, 1.5530, 0.6467], [-8.0478, 1.8151, 0.9326], [-8.7460, -1.5759, 2.2250], [-8.4414, -1.8987, 0.4545], [-9.3333, -0.3548, 1.0028], [-6.3803, -0.9017, 1.0793], [-5.2865, 1.9361, 1.5317], [-5.7022, 2.3985, 0.0038], [-4.9856, 0.7989, 0.2688], [-0.4913, -3.6475, 4.8141], [-0.7222, -3.4868, 3.3271], [-0.4146, -2.2859, 2.6987], [-0.5695, -1.0391, 3.4782], [-0.1561, -2.2520, 1.5009], [-0.7347, -4.7205, 5.0005], [-1.2093, -3.0306, 5.3641], [0.5586, -3.4488, 5.1150], [-0.4829, -4.2523, 2.8088], [-1.5797, -1.0490, 3.8928], [-0.4659, -0.1121, 2.9486], [0.1064, -1.0861, 4.3532], [2.0834, 1.6482, -4.7893], [1.7541, 2.5382, -3.7267], [2.2913, 3.7787, -3.6178], [1.8944, 4.5387, -2.4001], [3.0549, 4.2186, -4.4659], [2.7993, 0.9031, -4.5777], [2.5224, 2.2288, -5.6586], [1.1543, 1.0480, -5.1301], [1.4051, 2.0680, -2.9103], [2.8032, 4.9772, -1.9909], [1.1701, 4.0951, -1.7512], [1.3842, 5.4180, -2.8129], [-3.8660, -4.9458, 1.8956], [-3.8917, -3.8099, 2.7371], [-4.6495, -2.7468, 2.3054], [-4.5263, -1.4757, 3.1028], [-5.5441, -2.8655, 1.4721], [-3.6694, -5.8156, 2.5000], [-3.0190, -4.9442, 1.1590], [-4.8252, -5.1006, 1.4178], [-2.8967, -3.5675, 3.0184], [-4.9097, -1.6676, 4.0790], [-5.0690, -0.5721, 2.7384], [-3.4979, -1.1652, 3.1710]], "atomic_forces_ev_per_a": [[-1.6, 1.8, 0.5], [-1.4, -0.1, -1.8], [0.2, 0.3, 1.1], [0.2, 1.2, -1.4], [-0.4, -0.5, 0.3], [0.7, -1.3, 1.9], [-0.1, -0.2, -0.2], [0.2, 0.4, 0.2], [-0.9, 0.5, -1.3], [0.4, 0.5, -0.8], [2.0, -1.1, 1.0], [0.1, -1.2, -1.1], [-0.2, 0.0, 0.4], [1.3, -0.3, 1.3], [0.8, 0.4, 0.4], [-0.9, -1.7, 1.8], [0.8, -0.2, 0.3], [-1.4, 1.1, -2.1], [0.4, -0.8, 1.2], [1.2, 1.2, 1.4], [0.7, -0.6, -0.2], [-0.1, 0.1, -1.2], [-0.7, -0.4, 0.6], [-0.5, -0.3, 0.1], [-0.4, 0.5, -0.3], [0.3, -0.5, -1.0], [0.9, -0.3, -0.4], [-0.9, 1.6, -0.8], [-0.4, 0.7, 0.3], [0.8, -2.7, -0.8], [-1.1, 0.3, 0.7], [3.6, -1.6, -2.4], [-0.8, 0.3, 0.5], [-1.7, 0.9, 0.9], [0.3, 0.7, 0.0], [0.3, -0.4, 0.4], [-0.3, -0.1, -0.5], [-0.2, 0.7, -0.7], [0.3, -0.1, -0.1], [-0.5, -0.6, 0.0], [-0.3, -0.1, 0.4], [-0.1, 2.0, 1.1], [0.0, -1.7, -0.7], [-0.4, 0.5, -1.2], [0.0, -0.1, 0.1], [-0.5, -1.3, -0.7], [1.1, 1.5, 0.9], [-0.8, -0.8, 0.5], [-0.1, -0.7, -0.3], [0.9, 0.2, -0.1], [-0.2, 0.9, -0.4], [0.2, 0.4, 0.7], [-0.3, 0.5, -0.1], [0.1, 0.8, 0.2], [-0.3, 0.3, 0.8], [0.4, -0.5, 0.3], [-0.8, -0.6, 0.8], [0.6, -2.8, -0.4], [0.8, -0.5, -0.6], [-0.1, 2.5, 0.8], [1.1, -0.2, -0.4], [-1.5, -1.5, 0.3], [0.1, 0.2, -1.1], [0.4, 0.2, 1.0], [-0.2, 0.1, 0.1], [-0.3, 0.0, 0.1], [0.8, 0.1, -0.2], [0.3, 0.4, 0.2], [-0.4, 0.4, 0.2], [-0.9, 1.5, -0.4], [0.1, -0.2, -0.5], [-1.6, 1.0, 2.3], [1.6, 0.2, -3.2], [1.0, -0.9, -1.6], [0.0, 0.5, 0.1], [0.1, -0.1, -0.2], [-0.5, 0.2, 0.1], [0.2, -0.1, 0.1], [0.1, -0.9, 0.4], [-0.2, 0.7, 0.6], [-0.3, 0.1, 0.4], [-0.6, -0.5, 1.4], [1.5, -0.2, -1.0], [-0.4, 0.7, 0.1], [-1.7, 0.5, 0.9], [1.4, -1.9, -0.7], [0.8, -1.4, -0.3], [0.5, 0.7, -0.7], [-0.7, 0.9, 0.9], [0.2, -0.4, 0.0], [-0.5, -0.1, -0.1], [0.0, 0.1, 1.2], [-0.5, 0.5, -0.9], [-0.7, 0.5, 0.2], [-0.4, -0.9, -1.1], [0.0, 3.1, 2.9], [-0.3, -0.2, -1.6], [-0.1, -0.4, 1.9], [-0.4, -0.3, 0.4], [0.3, 0.9, 0.2], [0.3, -0.1, -0.1], [-0.7, 0.0, -0.2], [0.8, -2.3, -1.7], [0.0, 0.1, 0.2], [0.4, 0.0, -0.6], [-0.2, 0.3, -0.3], [-1.4, -0.1, -2.9], [-0.1, -0.5, 0.3], [0.7, -0.7, -0.3], [0.1, 1.7, -1.2], [-0.4, 0.2, 0.3], [1.1, -0.8, 0.8], [-0.8, -0.6, 1.0], [1.3, 1.2, 0.4], [-0.2, 0.5, 0.1], [-0.1, -0.4, 0.6], [0.0, -0.6, 0.7], [-0.1, 0.0, 0.1], [0.8, -1.7, -0.9], [2.1, 1.8, 0.2], [-1.6, 0.4, 0.0], [0.2, 1.0, -0.6], [0.7, -0.1, 0.2], [0.0, -0.5, 0.4], [-0.9, 0.3, 0.2], [0.0, 0.2, -0.3], [-1.8, -0.1, 0.0], [-0.1, -0.2, 0.9], [0.2, -1.1, -0.2], [0.5, 0.0, 0.2]], "lowdin_charge": [-0.056, -0.153, 0.035, -0.406, 0.163, -0.551, 0.148, 0.145, 0.213, 0.094, 0.089, 0.086, 0.136, 0.091, -0.068, -0.173, 0.004, -0.413, 0.168, -0.553, 0.161, 0.179, 0.163, 0.101, 0.079, 0.060, 0.139, 0.151, -0.061, -0.217, 0.027, -0.382, 0.165, -0.568, 0.193, 0.153, 0.167, 0.064, 0.076, 0.093, 0.124, 0.153, -0.054, -0.201, 0.026, -0.386, 0.157, -0.493, 0.166, 0.154, 0.122, 0.100, 0.062, 0.069, 0.134, 0.139, -0.033, -0.182, 0.029, -0.395, 0.185, -0.508, 0.148, 0.170, 0.152, 0.090, 0.073, 0.067, 0.117, 0.078, -0.060, 0.027, -0.564, 0.003, -0.006, 0.087, 0.073, 0.050, 0.129, 0.026, 0.079, 0.107, -0.049, 0.004, -0.518, -0.008, 0.005, 0.081, 0.093, 0.072, 0.070, 0.043, 0.074, 0.091, -0.047, 0.016, -0.516, 0.019, 0.022, 0.095, 0.082, 0.090, 0.088, 0.073, 0.068, 0.100, -0.083, 0.014, -0.566, 0.015, 0.030, 0.047, 0.107, 0.113, 0.078, 0.095, 0.053, 0.093, -0.110, 0.000, -0.518, 0.012, 0.035, 0.071, 0.098, 0.085, 0.122, 0.086, 0.084, 0.037]}


no.,Kohn-Sham gap (eV),DFT total energy (Ha),M (g mol⁻¹)
1,8.61,-3439.0596,706.82
2,9.01,-4270.0909,1075.86